No. 1
2 unconnected molecules or ions with the total composition C6H15NS, computed with ωB97M-V/def2-TZVPD.

The HOMO energy (spin up / spin down) is -1.61 / -3.14 eV. The multiplicity is 2. The net charge is -1. The total energy is -18789.038 eV. The HOMO-LUMO gap (spin up / spin down) comes out at 0.199 / 0.253 Eh.

Last column: Mulliken charge in e.
Geometry (Å):
1 C -0.20884 -1.64718 -0.88196  -0.7208
2 C -1.50985 -1.12238 -1.50748  -0.5949
3 C -1.61399 0.38153 -1.87037  -0.8234
4 S -0.25137 1.04320 -2.90662  -0.6085
5 C 0.08638 -1.27420 0.59021  -0.5804
6 N 0.14972 0.15322 0.87435  -0.1396
7 C 1.13990 0.50014 1.86459  -0.4150
8 C 1.15459 2.01108 2.07563  -1.2441
9 H 0.62778 -1.37352 -1.52877  0.3318
10 H -0.23803 -2.74440 -0.90910  0.3315
11 H -1.68485 -1.65319 -2.44764  0.3388
12 H -2.33351 -1.36445 -0.82319  0.2666
13 H -1.76637 0.98499 -0.97723  0.3173
14 H -2.53639 0.52350 -2.43961  0.3395
15 H 1.67245 1.12981 -2.00532  -0.0945
16 H 1.06144 -1.73237 0.83279  0.3274
17 H -0.66710 -1.74633 1.23400  0.2381
18 H 0.38581 0.62981 0.01254  0.0089
19 H 0.89162 0.00871 2.81320  0.3493
20 H 2.15402 0.15605 1.58767  0.3769
21 H 0.18973 2.34647 2.45643  0.2926
22 H 1.91269 2.27708 2.82012  0.3632
23 H 1.38419 2.51242 1.13575  0.3395

No. 2
2 unconnected molecules or ions with the total composition C6H15N2, computed with ωB97M-V/def2-TZVPD.

The HOMO energy is -13.32 eV. The multiplicity is 1. The net charge is +1. The total energy is -9439.040 eV. The HOMO-LUMO gap comes out at 0.373 Eh.

Last column: Mulliken charge in e.
Geometry (Å):
1 C 2.39974 0.31567 1.77634  -0.8162
2 N -0.26603 -1.98252 0.64529  -0.1889
3 C 0.83689 -1.43736 1.11336  0.3407
4 N 1.11856 -0.15830 1.23591  -0.0500
5 H 2.90431 0.93431 1.03934  0.3223
6 H 3.00996 -0.55939 2.03749  0.3062
7 H 2.21509 0.94630 2.68265  0.3052
8 H -1.05410 -1.42554 0.29192  0.1476
9 H -0.31509 -2.96632 0.58606  0.2315
10 H 1.64097 -2.15482 1.43211  0.2719
11 H 0.45998 0.52776 0.92313  0.0671
12 C 0.03946 1.45719 -1.44610  -1.1586
13 C -1.17828 0.71283 -0.95879  0.4857
14 C -1.86490 1.08663 0.14176  -0.5479
15 C -1.60134 -0.47626 -1.81402  -1.4577
16 H 0.92080 0.78566 -1.51462  0.3001
17 H 0.26964 2.31545 -0.80052  0.3032
18 H -0.12694 1.85068 -2.47358  0.3924
19 H -2.78262 0.56412 0.46235  0.2689
20 H -1.59705 1.96152 0.75102  0.3167
21 H -2.43480 -1.01707 -1.38308  0.3528
22 H -0.75807 -1.16074 -1.91619  0.3964
23 H -1.83617 -0.11979 -2.81186  0.4105